{"formula": "C5H6FN", "method": "ωB97M-V with the def2-TZVPD basis set", "smiles": "C[C@]1(C#N)C[C@H]1F", "de_lowest_kj_mol": 174.0, "gap_ev": 11.6, "lumo_ev": 0.8272, "e_tot_ev": -9487.6839, "species": ["C", "C", "C", "N", "C", "C", "F", "H", "H", "H", "H", "H", "H"], "coordinates": [[1.09, 0.82, -0.61], [-0.23, 0.28, -0.07], [-1.42, 1.12, 0.00], [-2.33, 1.79, 0.22], [0.08, -0.65, 1.06], [-0.47, -1.19, -0.25], [-1.69, -1.80, -0.46], [2.02, 0.49, -0.17], [0.97, 1.84, -0.29], [1.10, 0.78, -1.67], [-0.51, -0.75, 1.95], [1.08, -0.98, 1.23], [0.32, -1.76, -0.93]]}

***

{"formula": "C5H6FO4", "method": "ωB97M-V with the def2-TZVPD basis set", "charge": -1, "smiles": "C=COC(=O)OC[C@H]([O-])F", "de_lowest_kj_mol": 19.9, "gap_ev": 7.5, "lumo_ev": 3.6288, "e_tot_ev": -16190.1381, "species": ["C", "C", "O", "C", "O", "O", "C", "C", "O", "F", "H", "H", "H", "H", "H", "H"], "coordinates": [[1.10, -1.70, 2.79], [0.97, -1.78, 1.47], [0.10, -0.95, 0.81], [0.06, -0.97, -0.54], [0.56, -1.84, -1.21], [-0.91, -0.20, -1.01], [-1.24, 1.04, -0.36], [-0.16, 2.07, -0.71], [1.04, 1.68, -0.55], [-0.55, 3.19, 0.31], [0.56, -0.95, 3.38], [1.83, -2.34, 3.29], [1.56, -2.43, 0.83], [-2.22, 1.33, -0.75], [-1.28, 0.89, 0.73], [-0.40, 2.61, -1.65]]}

***

{"formula": "C5H6GdO3", "method": "ωB97M-V with the def2-TZVPD basis set", "charge": 1, "multiplicity": 8, "gap_ev": [7.3, 6.8], "lumo_ev": [-4.2453, -3.5061], "e_tot_ev": -32247.1633, "species": ["O", "C", "O", "O", "C", "C", "C", "C", "Gd", "H", "H", "H", "H", "H", "H"], "coordinates": [[2.59, 0.79, -0.51], [1.55, 0.19, -0.38], [0.41, 0.59, -0.90], [1.42, -0.92, 0.32], [0.04, -1.33, 0.35], [-0.65, -0.36, -0.62], [-1.85, 0.34, -0.05], [-1.73, 1.28, 0.94], [5.36, 0.47, 0.07], [-0.31, -1.23, 1.38], [-0.02, -2.37, 0.03], [-0.89, -0.85, -1.57], [-2.74, -0.30, 0.10], [-2.35, 1.79, -0.12], [-0.83, 1.90, 0.96]]}

***

{"formula": "C5H6I2N3", "method": "ωB97M-V with the def2-TZVPD basis set", "charge": 1, "de_lowest_kj_mol": 424.5, "gap_ev": 6.5, "lumo_ev": -6.1201, "e_tot_ev": -25942.3905, "species": ["C", "C", "C", "C", "C", "N", "N", "N", "I", "I", "H", "H", "H", "H", "H", "H"], "coordinates": [[0.90, -0.39, 0.87], [-0.48, -0.40, 0.79], [-1.01, 0.36, -0.44], [1.81, 0.17, -0.10], [-1.48, 1.57, -0.10], [1.30, 0.89, -0.98], [-1.31, -1.06, 1.62], [-1.13, -0.40, -1.54], [3.89, -0.54, 0.01], [-0.62, 3.39, 0.14], [1.40, -1.00, 1.75], [1.85, 1.16, -1.84], [-1.17, -1.34, 2.56], [-2.12, -1.40, 1.26], [-0.50, -1.14, -1.65], [-1.32, 0.13, -2.34]]}

***

{"formula": "C5H6I2NO2", "method": "ωB97M-V with the def2-TZVPD basis set", "charge": 1, "de_lowest_kj_mol": 62.1, "gap_ev": 9.0, "lumo_ev": -3.9453, "e_tot_ev": -27058.5226, "species": ["C", "C", "C", "C", "C", "N", "O", "O", "I", "I", "H", "H", "H", "H", "H", "H"], "coordinates": [[2.27, 0.77, 0.82], [0.07, -0.57, -2.14], [-0.99, 0.86, -0.31], [-0.99, -1.22, 0.24], [-0.39, -0.36, -0.93], [-1.28, 0.11, 0.93], [1.26, 0.83, 1.42], [0.58, -0.86, -3.13], [3.10, -1.23, 0.50], [3.44, 2.34, 0.19], [-0.33, 1.82, -0.42], [-2.00, 1.12, -0.67], [-1.82, -2.02, 0.08], [-0.18, -2.01, 0.55], [-0.47, 0.27, 1.59], [-2.28, 0.15, 1.27]]}

***

{"formula": "C5H6INO", "method": "ωB97M-V with the def2-TZVPD basis set", "smiles": "Cc1cocc1NI", "de_lowest_kj_mol": 193.8, "gap_ev": 7.7, "lumo_ev": -0.3943, "e_tot_ev": -16918.1617, "species": ["C", "C", "C", "O", "C", "C", "N", "I", "H", "H", "H", "H", "H", "H"], "coordinates": [[-1.17, -1.40, 0.18], [-0.67, -0.02, 0.03], [-1.28, 1.18, 0.12], [-0.39, 2.21, 0.02], [0.84, 1.68, -0.07], [0.74, 0.31, -0.08], [1.74, -0.58, -0.53], [3.72, -0.58, 0.12], [-2.24, -1.40, 0.09], [-0.87, -2.10, -0.61], [-0.86, -1.89, 1.24], [-2.36, 1.60, 0.14], [1.52, 2.39, -0.40], [1.27, -1.41, -0.24]]}

***

{"formula": "C5H6INO2S", "method": "ωB97M-V with the def2-TZVPD basis set", "smiles": "CSc1c(C)on(I)c1=O", "de_lowest_kj_mol": 145.5, "gap_ev": 7.9, "lumo_ev": -0.3388, "e_tot_ev": -29799.9605, "species": ["C", "S", "C", "C", "C", "O", "N", "I", "C", "O", "H", "H", "H", "H", "H", "H"], "coordinates": [[-0.50, -0.80, -2.65], [-0.22, -1.63, -1.04], [-0.03, -0.27, -0.03], [0.01, -0.17, 1.30], [-0.56, -0.95, 2.43], [0.43, 1.15, 1.76], [0.72, 1.89, 0.59], [1.88, 3.44, 0.86], [0.65, 1.20, -0.55], [0.94, 1.63, -1.63], [-1.44, -0.32, -2.91], [-0.33, -1.52, -3.45], [0.30, -0.07, -2.71], [-0.38, -0.41, 3.34], [0.05, -1.87, 2.38], [-1.53, -1.31, 2.32]]}

***

{"formula": "C5H6Li2O4", "method": "ωB97M-V with the def2-TZVPD basis set", "charge": 1, "multiplicity": 2, "de_lowest_kj_mol": 185.6, "gap_ev": [4.2, 9.5], "lumo_ev": [-4.5445, -4.6543], "e_tot_ev": -13874.9432, "species": ["O", "C", "O", "O", "C", "C", "Li", "H", "H", "H", "H", "Li", "C", "C", "O", "H", "H"], "coordinates": [[-2.77, 1.88, 0.10], [-2.29, 1.26, 1.07], [-2.76, 1.15, 2.22], [-1.33, 0.27, 0.88], [-0.16, 0.66, 0.19], [0.65, -0.61, -0.09], [-1.67, -0.45, 2.80], [0.38, 1.27, 0.91], [-0.45, 1.11, -0.77], [-0.01, -1.37, -0.51], [1.02, -1.01, 0.86], [-2.37, -0.19, -0.83], [1.88, -0.37, -1.09], [2.63, -1.56, -1.43], [3.22, -2.51, -1.68], [1.49, 0.08, -2.00], [2.54, 0.37, -0.64]]}